135
Properties=species:S:1:pos:R:3 method="wB97M-V/def2-TZVPD" smiles="CCOCC[C@@]1([C@H](C)F)OC(=O)O[C@]1(c1ccccn1)N(C(C)=O)C(C)=O.COC[C@@H](C)N.COC[C@@H](C)N.COC[C@@H](C)N.COC[C@@H](C)N.COC[C@@H](C)N"
C 3.5532 0.0631 -1.5189
C 2.1045 0.5190 -1.4429
O 1.7352 1.0756 -2.6912
C 0.4945 1.7511 -2.6860
C -0.6351 0.7458 -2.9220
C -2.0575 1.2977 -3.0567
C -2.0388 2.7645 -3.5599
C -3.3488 3.4201 -3.9391
F -1.2654 2.7428 -4.7275
O -2.8246 0.5676 -4.0564
C -4.1047 0.5191 -3.6433
O -4.9899 -0.0582 -4.1770
O -4.2553 1.2602 -2.4903
C -2.9820 1.0996 -1.8339
C -3.0981 -0.3162 -1.2271
C -4.1813 -0.5143 -0.3690
C -4.3809 -1.7788 0.1576
C -3.5125 -2.8003 -0.2025
C -2.4813 -2.5073 -1.0806
N -2.2714 -1.2896 -1.5831
N -2.7207 2.1139 -0.7954
C -2.4332 1.6444 0.5415
C -1.0859 1.0022 0.7034
O -3.1758 1.8536 1.4596
C -3.5846 3.2937 -0.7556
C -2.8439 4.6027 -0.8062
O -4.7731 3.2296 -0.6548
H 4.0779 0.7448 -2.1902
H 3.6509 -0.9400 -1.9233
H 4.0229 0.1178 -0.5382
H 1.9852 1.2694 -0.6518
H 1.4574 -0.3416 -1.2284
H 0.5599 2.5003 -3.4677
H 0.3683 2.2713 -1.7255
H -0.5932 0.0202 -2.1205
H -0.3944 0.1907 -3.8296
H -1.5116 3.3914 -2.8359
H -4.0579 3.4648 -3.1215
H -3.8386 2.8621 -4.7398
H -3.1600 4.4246 -4.3152
H -4.8446 0.3061 -0.1298
H -5.2122 -1.9504 0.8278
H -3.6439 -3.8003 0.1870
H -1.7977 -3.2853 -1.3977
H -1.0313 0.0388 0.1958
H -0.3144 1.6638 0.3114
H -0.9225 0.8523 1.7685
H -1.7897 4.5049 -0.5605
H -2.9899 5.0824 -1.7741
H -3.3070 5.2457 -0.0553
C -1.0062 9.3648 -6.9500
O -1.4049 9.3997 -5.5942
C -2.7831 9.1871 -5.3560
C -3.2032 7.7152 -5.2919
C -3.2818 7.0325 -6.6536
N -2.3366 6.9230 -4.4147
H -1.7805 9.7826 -7.6011
H -0.7705 8.3514 -7.2842
H -0.1069 9.9731 -7.0398
H -2.9819 9.6414 -4.3820
H -3.3826 9.7286 -6.0998
H -4.2060 7.6998 -4.8535
H -2.2906 6.8041 -7.0469
H -3.8210 6.0894 -6.5676
H -3.8038 7.6576 -7.3804
H -2.3722 7.3110 -3.4762
H -1.3735 7.0600 -4.7108
C 3.0613 -6.4936 -1.2104
O 3.1345 -5.5972 -0.1194
C 4.4286 -5.3907 0.4132
C 5.2687 -4.3431 -0.3261
C 5.8524 -4.8390 -1.6444
N 4.5342 -3.0988 -0.5712
H 3.7853 -7.3073 -1.1031
H 3.2293 -5.9926 -2.1671
H 2.0573 -6.9166 -1.2169
H 4.2648 -5.0335 1.4342
H 4.9686 -6.3434 0.4889
H 6.1064 -4.1029 0.3366
H 5.0938 -4.8822 -2.4266
H 6.6315 -4.1586 -1.9859
H 6.2898 -5.8330 -1.5346
H 4.2381 -2.6997 0.3149
H 3.6666 -3.3420 -1.0430
C 8.1216 -7.1830 3.6402
O 6.8535 -6.7171 3.2237
C 5.8659 -6.6486 4.2342
C 5.9120 -5.3815 5.0957
C 7.0250 -5.3805 6.1370
N 6.0086 -4.1585 4.2927
H 8.0272 -7.9467 4.4185
H 8.7559 -6.3738 4.0103
H 8.6068 -7.6259 2.7710
H 4.9091 -6.6600 3.7043
H 5.9010 -7.5493 4.8627
H 4.9634 -5.3483 5.6376
H 7.9989 -5.1848 5.6867
H 6.8429 -4.5985 6.8731
H 7.0744 -6.3363 6.6627
H 5.2036 -4.0930 3.6768
H 6.8052 -4.2513 3.6680
C -7.8182 8.2828 0.1118
O -6.4963 7.7883 0.1903
C -6.2902 6.5087 -0.3784
C -6.0467 6.5108 -1.8909
C -7.3088 6.7218 -2.7191
N -5.0359 7.4959 -2.2977
H -8.5494 7.4749 0.2144
H -8.0052 8.8129 -0.8257
H -7.9529 8.9840 0.9346
H -5.3964 6.1132 0.1086
H -7.1194 5.8383 -0.1196
H -5.6552 5.5174 -2.1324
H -7.6284 7.7644 -2.7029
H -7.1211 6.4544 -3.7585
H -8.1302 6.1044 -2.3518
H -4.1595 7.2909 -1.8262
H -5.3166 8.4004 -1.9277
C 2.6127 -5.5128 7.9866
O 3.6992 -6.3370 7.6104
C 3.9284 -7.4662 8.4298
C 3.0655 -8.6876 8.0911
C 1.6213 -8.5744 8.5664
N 3.0728 -9.0062 6.6617
H 2.5021 -5.4758 9.0745
H 1.6714 -5.8461 7.5428
H 2.8261 -4.5085 7.6212
H 4.9761 -7.7336 8.2661
H 3.8220 -7.1913 9.4876
H 3.5206 -9.5350 8.6138
H 1.0427 -7.9045 7.9298
H 1.1404 -9.5510 8.5309
H 1.5687 -8.2041 9.5919
H 4.0214 -9.2038 6.3580
H 2.8023 -8.1713 6.1492


148
Properties=species:S:1:pos:R:3 method="wB97M-V/def2-TZVPD" relative_energy_kj_mol=179.2
C -4.2064 2.0019 -3.7639
C -4.9189 3.3798 -3.8855
C -4.0136 4.5734 -3.5308
O -4.4039 5.5767 -4.4931
C -5.0476 5.0504 -5.4931
O -5.2639 5.5716 -6.5876
O -5.2862 3.7398 -5.2073
H -4.0786 1.6542 -2.7387
H -3.2549 2.0670 -4.2916
H -4.8325 1.1945 -4.1437
H -5.8323 3.4103 -3.2915
H -2.9799 4.2305 -3.4875
H -4.3279 4.9424 -2.5545
C 4.8823 -1.3413 6.2680
C 4.1142 -0.4848 5.2405
C 3.4768 -1.1995 4.0985
O 2.0630 -0.8556 4.1690
C 1.8821 -0.2005 5.3405
O 0.7355 -0.0196 5.7835
O 2.9728 0.1504 5.8590
H 4.1519 -1.9609 6.7884
H 5.2655 -0.7644 7.1097
H 5.6071 -2.0278 5.8305
H 4.7831 0.2723 4.8316
H 3.6682 -2.2517 4.3089
H 3.9018 -0.8468 3.1587
C -1.4390 1.1797 -1.1666
C -1.0011 0.9569 0.2518
C -1.2195 -0.4312 0.8140
O 0.1298 -0.9344 1.0919
C 1.0970 -0.0250 0.7282
O 2.3499 -0.2492 0.8042
O 0.4087 1.1282 0.2434
H -1.2106 2.1984 -1.4800
H -2.5235 1.1154 -1.2541
H -0.9776 0.4555 -1.8380
H -1.4413 1.7043 0.9119
H -1.7302 -1.0591 0.0839
H -1.6868 -0.4844 1.7973
C 5.4463 -0.4756 -0.8923
C 5.4517 -1.8882 -1.4867
C 6.1647 -2.0207 -2.7381
O 7.0846 -3.0076 -2.5815
C 7.1871 -3.3542 -1.3400
O 8.1002 -4.0875 -0.9013
O 6.2741 -2.6872 -0.5927
H 6.4783 -0.1855 -0.6949
H 4.8912 -0.4671 0.0457
H 5.0031 0.2914 -1.5274
H 4.4472 -2.2856 -1.6321
H 6.6159 -1.0999 -3.1078
H 5.5117 -2.2152 -3.5889
C -3.7143 -1.8913 -6.2122
C -3.3329 -2.4316 -4.8454
C -2.0396 -1.8106 -4.3668
O -2.2447 -1.6619 -3.0104
C -3.6083 -1.7248 -2.7863
O -4.0740 -1.5870 -1.6572
O -4.2836 -1.8975 -3.8353
H -4.6629 -2.3510 -6.4894
H -3.0047 -2.1854 -6.9856
H -3.7055 -0.8013 -6.2088
H -3.2830 -3.5196 -4.8878
H -1.9121 -0.8781 -4.9166
H -1.1851 -2.4420 -4.6102
C 0.0155 -4.1512 2.8374
C -0.7804 -4.6139 4.0963
C -2.1759 -4.0405 4.1454
O -2.9998 -5.2543 4.2392
C -2.2015 -6.3612 3.9835
O -2.5844 -7.5424 3.8221
O -0.9326 -5.9847 3.8942
H -0.5986 -4.2743 1.9453
H 0.9024 -4.7544 2.6434
H 0.2682 -3.0945 2.9244
H -0.1978 -4.2241 4.9311
H -2.4719 -3.4929 3.2506
H -2.2591 -3.3610 4.9936
C -4.0395 3.6830 1.0475
S -2.5818 4.6669 0.5321
O -2.3657 4.5111 -0.9681
C -3.5977 6.2069 0.6654
H -4.9799 3.9544 0.5678
H -4.1601 3.8932 2.1102
H -3.8562 2.6393 0.7921
H -4.4569 5.9970 0.0284
H -3.0701 7.0833 0.2890
H -4.0773 6.3139 1.6383
C -2.6472 -0.2058 5.0545
S -3.2994 1.2128 4.0249
O -3.5330 0.7840 2.5934
C -4.9609 1.3677 4.9364
H -1.6099 -0.4559 4.8319
H -3.3520 -1.0313 4.9540
H -2.6206 0.0622 6.1107
H -4.8736 1.6077 5.9961
H -5.5468 0.4486 4.9299
H -5.4764 2.2591 4.5790
C 0.2620 2.8854 2.9731
S 1.2592 4.4912 3.2181
O 0.3213 5.5970 3.7800
C 2.4446 3.9295 4.5852
H -0.3151 2.9522 2.0508
H -0.2921 2.6511 3.8820
H 0.9341 2.0279 2.9400
H 3.1227 4.7065 4.9382
H 2.9712 3.0199 4.2963
H 1.8030 3.5467 5.3789
C 0.7105 6.2845 -1.2986
S 1.4795 5.4927 -2.8867
O 2.2754 4.2850 -2.3485
C -0.0478 4.7176 -3.4752
H 1.4755 6.5477 -0.5680
H -0.1244 5.7352 -0.8636
H 0.3330 7.2609 -1.6022
H 0.1469 4.2596 -4.4449
H -0.8367 5.4471 -3.6581
H -0.4914 3.9522 -2.8384
C -0.1537 -5.3719 -2.5902
S -0.3053 -4.5706 -0.9545
O 0.7946 -5.3008 -0.1865
C 0.3984 -2.9268 -1.5357
H -0.4625 -6.4075 -2.4474
H 0.8751 -5.3409 -2.9488
H -0.7606 -4.8966 -3.3608
H -0.2716 -2.1559 -1.1551
H 0.3221 -2.9904 -2.6212
H 1.4215 -2.7589 -1.1994
C 1.9647 2.2407 -5.1792
S 0.7768 1.3984 -4.0294
O 0.1720 0.1626 -4.7230
C 2.0117 0.6217 -2.8794
H 2.8169 1.6008 -5.4081
H 2.3660 3.1965 -4.8422
H 1.4349 2.4273 -6.1133
H 2.3656 -0.2668 -3.4023
H 1.5221 0.2667 -1.9726
H 2.6614 1.4572 -2.6188
C 3.8323 -5.9800 0.4351
S 3.7141 -4.8959 1.9790
O 5.1287 -4.5058 2.3484
C 3.0634 -3.4047 1.1067
H 4.4792 -5.5030 -0.3012
H 2.8449 -6.1542 0.0074
H 4.3061 -6.9082 0.7544
H 3.6522 -3.3323 0.1923
H 3.3101 -2.5443 1.7288
H 1.9900 -3.5476 0.9823


no.,DFT total energy (Ha),orbital gap (eV)
1,-2805.394454,9.54
2,-6162.760077,8.53